Record 1
Below is 2 unconnected molecules or ions with the total composition C2H7NO3S at a distorted geometry, with properties calculated with wB97M-V/def2-TZVPD.

The geometry in XYZ format:
```
14
Properties=species:S:1:pos:R:3:forces:R:3
S 1.194454 -0.119175 -0.522013 0.586 1.958 0.850
O -1.504483 -0.258834 1.323292 -0.990 0.500 0.512
O 1.413988 -1.517732 -0.849933 0.628 0.134 0.036
O 1.935337 0.341596 0.981031 -0.209 -0.669 -1.723
N -2.443162 0.466401 1.103858 0.611 -0.977 -1.010
C -3.471419 0.613271 2.141253 1.096 -0.567 0.486
C 2.421087 0.964533 -1.412565 -1.480 -0.150 -1.943
H -4.467715 0.450595 1.751619 -0.055 0.588 -0.439
H 1.205011 0.320718 1.589831 -0.548 -0.145 0.716
H 2.999772 1.619712 -0.825960 0.316 0.586 1.294
H 3.106020 0.308075 -1.914586 0.223 -0.478 -0.428
H -3.176206 1.639712 2.348272 -1.029 0.455 0.583
H -3.353593 -0.027969 3.018069 0.390 0.006 -0.051
H 1.893936 1.620639 -2.195294 0.461 -1.243 1.117
```
Forces are in eV/Å.

- HOMO energy: -9.26 eV
- Kohn-Sham gap: 0.337 Ha
- Total charge: 0
- Relative energy (zero: lowest compared OMol25 entry of this formula, charge and spin): 349.9 kJ/mol

***

Record 2
Below is C3H7NO in the gas phase, with properties calculated with wB97M-V/def2-TZVPD.

The geometry in XYZ format:
```
12
Properties=species:S:1:pos:R:3:forces:R:3
O -0.967112 -1.050351 -0.773416 0.030 -0.071 0.004
N 0.494853 0.406217 0.247497 -0.108 -0.445 -0.063
C -1.865228 0.026159 -1.031771 -0.178 0.183 -0.054
C 0.153541 -0.756565 -0.100387 0.106 0.190 0.106
C 1.696441 0.512373 1.051752 0.252 0.062 0.104
H -1.754507 0.807881 -0.278562 -0.058 -0.111 -0.081
H 1.552521 1.288152 1.810168 0.025 -0.156 -0.090
H 1.965846 -0.425567 1.561936 -0.046 0.135 -0.091
H -2.869960 -0.399828 -1.007271 0.142 0.062 -0.045
H 0.712386 -1.679071 0.103994 -0.066 0.175 0.050
H -1.667852 0.452658 -2.019613 0.026 -0.046 0.127
H 2.549072 0.817942 0.435672 -0.124 0.022 0.034
```
Forces are in eV/Å.

- HOMO energy: -9.65 eV
- Kohn-Sham gap: 0.397 Ha
- Total charge: 0
- Relative energy (zero: lowest compared OMol25 entry of this formula, charge and spin): 145.9 kJ/mol

***

Record 3
Below is a molecular structure, C12H32F2O4Zn, with properties calculated with wB97M-V/def2-TZVPD.

The geometry in XYZ format:
```
51
Properties=species:S:1:pos:R:3:forces:R:3
Zn 0.302297 0.036119 -0.594587 -0.391 -0.103 0.038
F -0.484839 -0.562391 -2.151950 -0.058 0.091 -0.403
F 0.039818 -0.094105 1.233538 -0.125 0.149 0.516
O -2.658036 -0.061662 2.543298 0.433 0.026 -0.070
O 1.157350 -1.928136 -0.604900 0.509 -0.314 0.108
O -0.588541 2.008787 -0.808406 -0.087 0.377 -0.450
O 2.141407 0.957031 -0.771207 0.694 0.071 0.436
C -0.045264 3.838399 -2.307455 0.401 0.103 0.164
C 3.075703 1.083243 0.348323 -0.463 0.255 -0.012
C -0.010204 -3.639218 0.631084 -0.247 0.019 0.199
C 4.402057 0.503043 -0.036521 0.389 -0.100 0.038
C -3.331727 -1.065233 0.443082 0.255 -0.098 -0.045
C 3.149324 2.540795 0.756231 -0.008 0.155 -0.058
C 1.279241 -2.864638 0.479602 -0.159 -0.113 0.208
C -2.359705 2.838022 -2.247183 -0.067 0.343 0.349
C -3.268585 -1.200901 1.958939 0.123 -0.165 -0.092
C 2.492041 -3.744309 0.260986 0.321 0.323 -0.400
C -4.632292 -1.363617 2.586466 -0.158 -0.007 0.183
C -0.868230 2.585140 -2.106900 -0.269 -0.032 -0.071
H -0.718246 2.701777 -0.152614 0.003 -0.199 0.260
H -0.580123 1.831408 -2.839224 0.089 -0.196 0.233
H -0.841555 -2.942123 0.750089 0.007 -0.024 -0.110
H 2.535053 1.387321 -1.535680 -0.134 -0.032 -0.169
H -4.550992 -1.650912 3.636343 0.048 0.019 -0.027
H 3.344328 -3.107821 0.004678 -0.013 -0.066 0.075
H -3.949873 -0.212931 0.154751 0.041 0.042 0.031
H 0.805709 -2.362575 -1.392578 -0.149 0.106 -0.035
H -0.329203 4.629042 -1.604400 -0.169 -0.032 -0.099
H -2.685982 -2.104219 2.207228 0.049 0.121 -0.081
H -3.734731 -1.961758 -0.035447 -0.050 -0.002 0.106
H 5.100950 0.611760 0.795179 -0.009 -0.108 -0.006
H -5.191066 -2.140762 2.062077 -0.076 0.057 0.028
H -2.921361 2.004532 -1.830242 0.005 -0.148 -0.247
H -0.195808 -4.286055 -0.231105 0.007 0.040 -0.012
H 2.766573 -4.320525 1.142149 -0.178 -0.115 0.031
H -5.183616 -0.421824 2.551734 -0.025 -0.030 -0.150
H -2.662337 3.732840 -1.687019 0.113 -0.063 -0.021
H 1.017645 3.647743 -2.128462 -0.071 -0.099 -0.118
H -1.739078 -0.005779 2.212392 -0.246 -0.039 0.012
H 4.842696 1.035620 -0.884673 -0.076 -0.034 -0.051
H 2.627095 0.502033 1.153704 -0.160 -0.043 -0.097
H 2.150917 2.917051 0.976486 0.003 0.035 -0.062
H 3.762296 2.693242 1.645021 0.032 -0.169 0.010
H 4.296193 -0.551978 -0.282438 0.084 -0.017 -0.060
H 2.329398 -4.408152 -0.592365 -0.003 -0.134 0.119
H 3.597573 3.136862 -0.046842 -0.105 0.002 0.023
H 1.413497 -2.257133 1.374960 0.026 0.178 -0.127
H -0.156306 4.212980 -3.324533 -0.056 0.070 0.015
H -2.630869 3.011031 -3.288009 -0.030 -0.130 -0.027
H -2.319017 -0.925211 0.049331 -0.160 0.098 -0.045
H 0.008422 -4.261854 1.527071 0.108 -0.067 -0.041
```
Forces are in eV/Å.

- HOMO energy: -9.25 eV
- Kohn-Sham gap: 0.351 Ha
- Total charge: 0
- Relative energy (zero: lowest compared OMol25 entry of this formula, charge and spin): 0.0 kJ/mol

***

Record 4
Below is a molecular structure, C30H16BaBr4F9N2O2P, with properties calculated with wB97M-V/def2-TZVPD.

The geometry in XYZ format:
```
65
Properties=species:S:1:pos:R:3:forces:R:3
Ba 0.976620 1.482253 2.111011 0.201 0.095 0.754
Br -0.683130 5.397042 -0.799496 0.030 -0.023 -0.001
Br 4.487070 4.674934 -3.136435 -0.049 -0.028 0.039
Br 4.678955 1.758000 -1.543057 -0.057 0.039 0.017
Br 1.759384 6.522376 -2.763233 -0.007 -0.027 0.018
P -0.462005 -0.669776 0.229686 -0.310 -0.305 -0.452
F 2.778137 -6.142184 -1.976866 0.007 -0.008 -0.057
F 1.328176 3.364150 -4.756894 0.106 0.070 0.046
F 1.839724 -6.955789 -0.212838 -0.038 -0.046 0.026
F -6.475906 -3.669153 -0.354902 -0.003 -0.039 -0.038
F -7.111731 -1.760066 0.423227 -0.017 0.043 -0.001
F 3.746256 -5.949896 -0.052612 0.031 0.003 0.022
F -0.768938 3.250270 -5.251550 -0.083 0.029 -0.002
F -6.470370 -3.315640 1.778800 -0.002 -0.021 0.052
F 0.600472 1.738468 -5.969406 0.003 -0.068 -0.061
O -0.016463 2.810974 0.452049 0.347 -0.104 0.058
O 2.305204 1.233117 0.134951 -0.341 0.230 0.250
N 1.262403 2.077282 5.101298 -0.031 0.012 -0.140
N 0.961610 2.966753 7.086848 -0.059 0.034 0.019
C -4.017655 -2.122671 1.623133 0.029 0.012 0.015
C 0.990787 3.208371 -0.315823 -0.060 0.068 -0.203
C -2.728559 -1.624601 1.506229 0.036 0.011 -0.005
C 0.302024 2.517223 -4.910865 -0.006 -0.019 0.033
C 0.436530 -2.246081 -0.056278 -0.186 -0.021 -0.110
C -4.804867 -2.239900 0.489857 0.020 -0.012 0.047
C 3.083930 4.105674 -2.007529 -0.091 0.014 0.025
C 2.175744 2.401344 -0.476256 -0.039 0.019 -0.213
C -6.215368 -2.750004 0.589883 0.007 0.020 -0.043
C 1.942201 4.880458 -1.851434 0.059 -0.089 0.006
C -2.212666 -1.253431 0.268468 0.186 0.032 -0.053
C 3.173079 2.891221 -1.323106 0.221 -0.106 -0.120
C 0.924635 4.416370 -1.014508 -0.110 0.098 -0.059
C 2.315591 -3.679185 0.443725 0.027 0.025 0.011
C -1.006175 1.973228 -2.837704 -0.009 0.002 -0.012
C -3.020478 -1.374827 -0.862362 0.026 0.026 0.011
C 2.431815 1.982765 5.825641 -0.037 0.009 0.014
C 0.401952 2.676409 5.893072 0.104 -0.043 -0.029
C 0.951836 0.673807 -3.369115 -0.020 0.033 -0.011
C -0.029432 -3.197809 -0.967550 0.021 -0.009 0.044
C 0.760137 -0.082653 -2.225637 0.018 -0.007 0.009
C 0.061697 1.693240 -3.676004 0.014 -0.006 0.002
C 0.661813 -4.377485 -1.163633 0.009 0.022 0.005
C 2.557828 -5.914040 -0.671760 -0.003 0.037 -0.002
C -4.310812 -1.863413 -0.752170 -0.028 -0.008 -0.003
C -0.319943 0.175664 -1.384677 0.088 -0.045 0.011
C 2.261459 2.530792 7.059111 0.054 -0.049 -0.051
C 1.834926 -4.613571 -0.453417 0.010 -0.011 -0.001
C 1.610163 -2.498219 0.638576 -0.015 0.098 0.033
C -1.190596 1.218009 -1.691526 -0.013 -0.026 0.034
H 3.319146 1.529823 5.416578 0.004 0.009 0.014
H 3.234673 -3.864114 0.981388 -0.004 0.003 0.002
H 0.301087 -5.115630 -1.868281 -0.009 0.011 -0.004
H -4.407504 -2.416757 2.587557 0.006 0.001 -0.002
H 2.929761 2.646326 7.893188 -0.017 0.006 0.000
H -1.675337 2.791224 -3.065356 -0.009 -0.004 0.014
H -0.938651 -3.013368 -1.525549 0.003 -0.007 0.004
H -2.643296 -1.079827 -1.832877 0.011 0.006 -0.003
H -2.108188 -1.531099 2.390826 -0.031 -0.015 0.023
H 1.480189 -0.850829 -1.976289 -0.014 0.009 -0.003
H -4.935547 -1.959167 -1.631012 0.017 0.006 -0.006
H 0.508888 3.429970 7.855216 -0.020 0.007 0.000
H 1.800358 0.482023 -4.013027 -0.003 -0.010 0.008
H -0.618776 2.918778 5.646622 -0.003 0.021 0.039
H -1.998187 1.470873 -1.016602 -0.009 0.015 -0.012
H 1.994330 -1.758021 1.330724 0.038 -0.015 -0.012
```
Forces are in eV/Å.

- HOMO energy: -6.79 eV
- Kohn-Sham gap: 0.223 Ha
- Total charge: 0
- Relative energy (zero: lowest compared OMol25 entry of this formula, charge and spin): 39.2 kJ/mol

***

Record 5
Below is C4H8O in the gas phase at a distorted geometry, with properties calculated with wB97M-V/def2-TZVPD.

The geometry in XYZ format:
```
13
Properties=species:S:1:pos:R:3:forces:R:3
O 0.945510 0.780465 2.367633 0.198 -0.219 -0.443
C -0.025918 0.258709 0.281054 0.926 -1.658 0.562
C -1.111060 0.113713 -1.912107 -0.149 -0.287 -0.211
C -0.240966 -0.446819 -0.821682 -0.639 1.088 -0.607
C 0.807956 -0.310081 1.418820 -0.284 1.083 0.541
H -2.019750 -0.503265 -1.977139 0.160 0.220 -0.255
H 1.826113 0.785412 2.736205 0.264 -0.076 0.128
H -0.373517 1.265596 0.472727 -0.233 -0.029 -0.270
H 1.766021 -0.680680 1.032279 -0.051 0.182 0.230
H -0.633594 0.157894 -2.900293 -0.030 -0.299 0.218
H -1.403199 1.129926 -1.678905 -0.164 0.191 0.144
H 0.134923 -1.448412 -1.015375 0.181 0.067 0.444
H 0.327481 -1.102459 1.996782 -0.179 -0.263 -0.481
```
Forces are in eV/Å.

- HOMO energy: -9.27 eV
- Kohn-Sham gap: 0.379 Ha
- Total charge: 0
- Relative energy (zero: lowest compared OMol25 entry of this formula, charge and spin): 106.5 kJ/mol

***

Q: The highest Kohn-Sham gap belongs to which entry?
A: C3H7NO